Entry from the Open Molecules 2025 dataset: a 8-piece molecular cluster, C8H32O8 overall (the ωB97M-V functional and the def2-TZVPD basis).

```
! wB97M-V def2-TZVPD RIJCOSX def2/J DEFGRID3
* xyz 0 1
C 21.68 15.84 14.27
O 21.93 15.85 12.87
H 22.45 16.43 14.75
H 20.74 16.31 14.56
H 21.79 14.83 14.68
H 22.86 15.62 12.72
C 23.77 16.26 20.21
O 22.51 16.90 20.48
H 23.73 16.07 19.14
H 24.58 17.00 20.25
H 23.96 15.33 20.75
H 22.51 16.97 21.44
C 21.66 11.65 22.60
O 22.25 11.46 21.34
H 21.91 10.90 23.35
H 21.66 12.68 22.97
H 20.61 11.37 22.60
H 22.24 10.51 21.23
C 18.88 13.77 18.24
O 19.96 12.91 17.87
H 18.19 13.97 17.42
H 18.31 13.35 19.06
H 19.26 14.78 18.42
H 20.56 12.87 18.62
C 16.72 17.17 22.96
O 17.80 18.16 22.87
H 15.78 17.70 22.82
H 16.96 16.53 22.10
H 16.73 16.69 23.94
H 17.53 18.91 23.41
C 20.80 8.73 15.66
O 21.05 8.08 14.44
H 21.52 9.51 15.93
H 19.75 8.99 15.67
H 20.84 8.13 16.57
H 20.32 7.46 14.38
C 18.35 20.62 19.02
O 19.58 19.89 18.75
H 17.52 19.92 19.04
H 18.45 21.18 19.95
H 17.91 21.07 18.13
H 19.72 19.29 19.49
C 16.75 8.68 21.09
O 16.50 7.34 21.31
H 16.04 9.35 21.58
H 17.72 8.99 21.48
H 16.57 9.01 20.07
H 15.85 7.13 21.98
*
```

Output
LUMO: 0.24 eV
Electronic energy: -25189.1224 eV